A | C7H11NO | the ωB97M-V functional and the def2-TZVPD basis

The HOMO energy is -8.64 eV. The LUMO energy comes out at 0.0342 Ha. Its SMILES is N[C@@]12CC[C@@H]3[C@H](OC1)[C@@H]32.

Last column: Löwdin charge in e.
Cartesian coordinates (Å):
N: -0.08 -0.87 -1.16  0.03
C: 0.03 -0.69 0.26  -0.45
C: -1.47 -1.02 0.54  -0.13
C: -2.00 0.24 -0.20  -0.17
C: -0.82 1.41 -0.21  -0.06
C: 0.93 1.29 -0.17  -0.11
O: 1.99 0.30 -0.29  -0.14
C: 1.58 -0.96 0.53  0.01
C: 0.01 0.74 0.83  -0.28
H: 0.87 -0.89 -1.45  0.07
H: -0.53 -1.78 -1.30  0.10
H: -1.81 -1.95 -0.12  0.12
H: -1.86 -1.29 1.61  0.13
H: -2.81 0.75 0.37  0.10
H: -2.37 0.06 -1.26  0.11
H: -1.40 2.43 -0.06  0.15
H: 1.15 2.32 -0.38  0.12
H: 2.07 -1.81 0.07  0.11
H: 1.97 -0.81 1.59  0.13
H: -0.19 0.66 1.91  0.16

=====

B | C7H11NO | the ωB97M-V functional and the def2-TZVPD basis

The HOMO energy is -8.97 eV. The LUMO energy comes out at 0.0214 Ha. Its SMILES is C=C=C(C)C.C=NC=O.

Last column: Löwdin charge in e.
Cartesian coordinates (Å):
C: -1.12 -0.49 2.12  0.00
C: -1.00 -0.40 0.83  -0.11
C: -0.85 -0.26 -0.45  -0.38
C: -0.12 -1.26 -1.30  -0.06
C: -1.42 0.93 -1.17  -0.06
H: -1.96 -0.98 2.60  0.05
H: -0.38 -0.07 2.79  0.05
H: 0.14 -2.14 -0.72  0.08
H: -0.74 -1.55 -2.14  0.08
H: 0.80 -0.81 -1.68  0.08
H: -0.67 1.37 -1.83  0.08
H: -2.26 0.62 -1.79  0.08
H: -1.77 1.68 -0.48  0.08
C: 2.41 -0.15 1.34  0.02
N: 1.79 0.58 0.54  0.06
C: 1.60 1.87 0.26  -0.39
O: 2.22 2.55 -0.52  0.05
H: 2.29 -1.22 1.26  0.08
H: 3.06 0.23 2.12  0.09
H: 0.65 2.22 0.73  0.14

=====

C | C7H11NO | the ωB97M-V functional and the def2-TZVPD basis

The HOMO energy is -8.02 eV. The LUMO energy comes out at 0.0324 Ha. Its SMILES is C/C=C/c1ccc[nH]1.O.

Last column: Löwdin charge in e.
Cartesian coordinates (Å):
C: -0.32 2.77 1.41  -0.11
C: -0.73 1.50 0.73  -0.15
C: 0.05 0.42 0.67  -0.10
C: -0.24 -0.90 0.11  -0.29
C: -1.23 -1.82 0.33  -0.05
C: -0.87 -3.03 -0.34  -0.10
C: 0.35 -2.81 -0.91  -0.13
N: 0.76 -1.54 -0.60  0.05
H: 0.75 2.78 1.65  0.08
H: -0.88 2.91 2.33  0.07
H: -0.48 3.65 0.79  0.07
H: -1.72 1.54 0.26  0.11
H: 1.02 0.57 1.14  0.12
H: -2.20 -1.73 0.82  0.11
H: -1.47 -3.94 -0.36  0.10
H: 0.96 -3.46 -1.52  0.11
H: 1.49 -1.07 -1.12  0.14
O: 1.98 1.28 -1.82  -0.06
H: 1.47 1.77 -2.47  0.04
H: 1.33 1.08 -1.11  0.00

=====

It comes down to C, which is 51.9 kcal/mol more stable than the next structure.

=====

A | C7H11NO | the ωB97M-V functional and the def2-TZVPD basis

The HOMO energy is -8.29 eV. The LUMO energy comes out at 0.0353 Ha.

Last column: Löwdin charge in e.
Cartesian coordinates (Å):
C: -0.71 2.18 0.96  -0.07
C: -0.67 1.27 -0.19  -0.25
C: -1.38 -1.10 0.14  -0.17
C: -0.35 -1.90 -0.19  -0.04
C: 1.18 -1.50 -0.19  -0.23
C: 1.61 -0.51 -1.21  -0.10
C: 0.57 0.31 -0.43  -0.39
H: -1.71 2.53 1.26  0.09
H: -0.28 3.06 0.57  0.06
H: -0.35 1.93 1.98  0.10
H: -0.76 1.81 -1.24  0.18
H: -2.25 -1.55 0.55  0.11
H: -0.71 -3.02 -0.20  0.13
H: 1.98 -2.17 0.12  0.13
H: 1.30 -0.59 -2.34  0.14
H: 2.78 -0.23 -1.01  0.16
H: -0.11 -0.27 -0.87  0.02
H: 0.46 -0.29 1.52  0.14
N: 1.18 -0.21 0.73  0.04
O: -1.77 0.26 0.04  -0.07

=====

B | C7H11NO | the ωB97M-V functional and the def2-TZVPD basis

The HOMO energy (spin up / spin down) is -7.27 / -6.77 eV. The LUMO energy (spin up / spin down) comes out at 0.0058 / 0.0033 Ha.

Last column: Löwdin charge in e.
Cartesian coordinates (Å):
C: -0.70 0.80 1.49  -0.03
C: 1.57 1.35 -0.68  -0.02
C: 0.97 0.05 -0.23  -0.38
C: -1.13 -0.32 0.62  -0.39
N: 1.52 -1.09 -0.80  0.14
C: -1.07 0.28 -0.99  -0.28
C: 0.38 -0.15 1.09  -0.15
C: -1.86 -1.49 0.63  0.05
O: -1.54 1.36 -1.27  0.01
H: 1.14 -1.97 -0.47  0.10
H: 1.84 -1.02 -1.75  0.10
H: -1.09 -0.58 -1.70  0.11
H: -0.73 1.80 1.07  0.11
H: -1.04 0.72 2.52  0.12
H: 0.83 -0.81 1.82  0.15
H: 0.90 2.18 -0.44  0.08
H: 2.53 1.51 -0.20  0.09
H: 1.73 1.34 -1.76  0.09
H: -2.85 -1.51 0.19  0.05
H: -1.40 -2.44 0.85  0.05

=====

It comes down to B, which is 67.4 kcal/mol more stable than the next structure.

=====

A | C7H11NO | the ωB97M-V functional and the def2-TZVPD basis

The HOMO energy is -8.95 eV. The LUMO energy comes out at 0.0345 Ha. Its SMILES is C1OC[C@H]2C[C@@H]1[C@H]1N[C@@H]21.

Last column: Löwdin charge in e.
Cartesian coordinates (Å):
C: -0.64 0.18 -1.63  -0.18
O: -0.14 1.46 -1.32  -0.14
C: 0.78 1.57 -0.21  -0.15
C: 0.29 0.79 1.01  -0.20
C: -1.22 0.40 0.76  -0.10
C: -1.05 -0.63 -0.36  -0.22
C: 0.09 -1.52 0.18  -0.23
N: 1.43 -1.12 -0.23  0.05
C: 0.91 -0.63 1.05  -0.22
H: -1.49 0.34 -2.27  0.11
H: 0.04 -0.45 -2.23  0.12
H: 0.78 2.64 0.02  0.12
H: 1.77 1.25 -0.50  0.11
H: 0.47 1.35 1.92  0.13
H: -1.60 -0.14 1.65  0.13
H: -1.88 1.24 0.52  0.12
H: -1.94 -1.23 -0.58  0.13
H: -0.09 -2.59 0.38  0.14
H: 2.14 -1.88 -0.13  0.12
H: 1.36 -1.03 1.96  0.14

=====

B | C7H11NO | the ωB97M-V functional and the def2-TZVPD basis

The HOMO energy is -9.04 eV. The LUMO energy comes out at 0.0220 Ha. Its SMILES is C=C[C@@H]1N[C@H](C=C)[C@H]1O.

Last column: Löwdin charge in e.
Cartesian coordinates (Å):
C: -0.73 2.66 -1.16  -0.01
C: -0.98 1.31 -1.49  -0.16
C: -1.13 0.15 -0.59  -0.35
N: -0.73 0.33 0.83  0.06
C: -0.11 -0.97 0.84  -0.35
C: 1.16 -1.21 1.53  -0.18
C: 2.22 -0.40 1.96  -0.04
C: -0.08 -0.85 -0.73  -0.30
O: -0.07 -2.03 -1.61  -0.09
H: -0.43 2.93 -0.10  0.05
H: -0.41 3.47 -2.14  0.13
H: -1.15 1.17 -2.52  0.07
H: -2.24 -0.05 -0.69  0.17
H: -1.48 0.29 1.48  0.11
H: -0.79 -1.91 1.05  0.17
H: 1.49 -2.27 1.53  0.10
H: 2.54 0.87 2.08  0.13
H: 3.17 -1.08 2.44  0.09
H: 0.92 -0.25 -0.79  0.19
H: -1.18 -2.17 -1.91  0.22

=====

C | C7H11NO | the ωB97M-V functional and the def2-TZVPD basis

The HOMO energy is -8.51 eV. The LUMO energy comes out at 0.0277 Ha. Its SMILES is C=C=C(C)N(C)C(C)=O.

Last column: Löwdin charge in e.
Cartesian coordinates (Å):
C: 1.65 2.01 -0.14  -0.01
C: 0.76 1.07 -0.29  -0.21
C: 0.22 -0.11 -0.20  -0.26
C: 1.29 -1.23 -0.09  -0.03
N: -1.19 -0.34 -0.27  -0.03
C: -1.71 -1.73 -0.64  0.00
C: -2.13 0.63 0.04  -0.53
C: -1.48 1.98 0.01  0.01
O: -3.29 0.45 0.14  0.10
H: 1.90 2.74 -0.82  0.03
H: 1.91 2.28 0.96  0.11
H: 1.62 -1.67 -1.11  0.10
H: 0.89 -2.15 0.45  0.08
H: 2.26 -0.94 0.41  0.09
H: -1.38 -2.54 -0.01  0.07
H: -2.75 -1.79 -0.40  0.07
H: -1.40 -1.91 -1.72  0.11
H: -0.61 1.86 -0.94  0.16
H: -2.24 2.74 0.04  0.09
H: -0.85 2.20 0.83  0.06

=====

It comes down to A, which is 47.9 kcal/mol more stable than the next structure.